[1]
Entry from the OMol25 dataset: a molecular structure, C26H66F12MgN2O19S4 at a distorted geometry (ωB97M-V/def2-TZVPD).

XYZ file:
```
130
Properties=species:S:1:pos:R:3:forces:R:3
Mg -25.370 -16.500 3.004 0.6888 -0.0664 -0.0744
C -20.864 -23.264 -7.801 -0.3871 -0.9154 0.5563
F -20.640 -23.621 -6.475 -0.0176 0.4163 -2.4186
F -21.714 -24.110 -8.386 0.6543 -0.6478 0.4962
F -21.527 -22.129 -7.814 0.7371 1.0257 0.2899
S -19.199 -23.135 -8.893 1.3578 -0.1703 -0.0517
O -18.980 -21.733 -9.098 -0.3024 0.0044 0.5593
O -18.121 -23.904 -8.223 -2.6078 1.4841 -1.3119
N -19.751 -23.654 -10.459 1.2052 -0.3652 3.0736
S -19.579 -25.244 -10.457 -0.9715 -2.6253 -0.4422
O -19.733 -25.908 -9.131 0.3333 1.0711 -2.7482
O -20.325 -25.750 -11.617 1.1392 0.3687 1.5809
C -17.693 -25.562 -11.030 0.3908 0.9223 1.2257
F -17.522 -26.721 -11.615 -0.4218 -0.7152 0.3512
F -17.378 -24.646 -11.945 -0.0469 0.3009 0.5334
F -16.851 -25.474 -9.946 -1.0723 -0.1398 -1.6673
C -20.684 -20.192 2.129 0.5329 -1.5266 0.4111
F -21.792 -20.908 2.203 -0.9162 0.5626 0.4212
F -20.147 -20.164 3.384 -0.2627 -0.1385 -2.0045
F -19.958 -20.887 1.213 0.3273 1.4529 1.2703
S -21.043 -18.468 1.423 0.9038 0.8239 -1.8444
O -19.885 -18.093 0.608 -1.8328 -0.4338 2.1136
O -22.254 -18.570 0.688 -1.2959 -0.3624 0.3062
N -21.494 -17.502 2.885 1.3685 -1.8842 -1.9951
S -20.038 -16.905 3.177 3.2919 1.3284 0.3752
O -18.924 -17.874 3.062 -2.1329 1.5565 0.7085
O -19.845 -15.629 2.475 -0.5259 -1.5667 1.4509
C -20.123 -16.535 5.047 -0.6632 -1.0217 -0.2869
F -18.934 -16.153 5.440 0.4453 -0.5757 0.2854
F -20.937 -15.527 5.222 -1.0849 0.9705 0.1151
F -20.623 -17.573 5.808 1.1118 0.9900 -1.1530
C -24.772 -24.755 6.465 0.6302 0.5528 2.0287
C -26.157 -25.305 6.280 0.3341 -0.4598 -0.6360
O -26.613 -25.010 4.964 -0.4233 -0.2983 0.1892
H -24.491 -24.927 7.505 -0.1745 0.1120 0.5193
H -24.730 -23.670 6.366 0.0032 -0.0462 -0.4180
H -23.898 -25.229 6.017 -0.5567 -0.1330 -1.0020
H -26.909 -24.951 6.986 0.2453 0.6472 -0.0907
H -26.132 -26.371 6.503 -0.0428 -0.3817 -0.3933
H -26.093 -25.554 4.368 -0.0076 0.0131 -0.2045
C -21.645 -13.664 13.215 0.6555 0.5881 0.4813
C -20.920 -15.020 13.483 0.2166 2.5025 -0.9211
O -21.913 -15.860 13.880 -1.7941 -1.9966 0.8131
H -22.378 -13.694 12.409 -0.1647 -0.4691 0.2674
H -21.085 -12.752 13.011 1.0502 -0.4835 -0.5095
H -22.075 -13.292 14.145 -0.7112 -0.6893 0.1212
H -20.208 -14.949 14.306 0.5324 0.4402 -0.2726
H -20.482 -15.437 12.577 0.5751 0.3947 -0.1436
H -21.479 -16.697 14.061 -0.3716 -0.2986 0.1512
C -13.006 -17.003 11.221 0.2789 -0.1036 1.4682
C -13.122 -15.609 11.932 1.0285 -1.0176 0.1790
O -12.193 -15.527 13.101 -1.0648 -0.2653 -1.7957
H -13.143 -17.817 11.932 -0.6514 0.1087 0.3136
H -11.998 -17.276 10.910 0.2012 0.8459 -0.4021
H -13.692 -17.173 10.391 -0.0232 0.4209 0.0603
H -14.116 -15.384 12.317 -0.1808 -0.3766 -0.2176
H -12.890 -14.866 11.168 0.2666 0.3337 0.2494
H -12.546 -14.806 13.627 0.1455 0.0541 0.1441
C -22.843 -29.812 -0.825 0.6156 -0.3888 -1.7833
C -22.890 -29.392 0.573 -0.8967 -1.5024 1.4613
O -24.214 -29.031 1.006 0.4673 1.1596 0.0164
H -23.112 -29.008 -1.509 -0.0131 -0.1072 -0.1085
H -23.402 -30.718 -1.060 -0.5427 0.1803 0.2005
H -21.824 -30.141 -1.028 0.2824 0.3059 -0.2410
H -22.114 -28.655 0.782 -0.6788 0.4984 0.2360
H -22.648 -30.282 1.154 0.5362 -0.0042 0.3472
H -24.780 -29.807 1.008 0.2263 -0.1315 -0.1207
C -28.621 -21.461 -2.230 -1.5379 0.1666 -1.6592
C -28.234 -22.661 -1.480 1.5878 -0.9827 1.3697
O -29.280 -23.322 -0.772 -0.3355 0.0189 -0.4952
H -29.413 -21.835 -2.879 -0.5949 0.2682 -0.0484
H -27.914 -21.161 -3.003 0.5546 0.2909 0.5940
H -29.047 -20.630 -1.669 0.3619 -0.0390 0.1305
H -27.476 -22.461 -0.722 0.2780 0.2309 -0.0185
H -27.795 -23.402 -2.148 0.2265 0.1885 -0.2592
H -29.321 -24.170 -1.221 -0.5329 -0.1345 0.3840
C -19.960 -7.601 2.345 0.8077 0.8082 -1.2933
C -19.423 -7.610 0.904 1.3163 -0.3985 1.0717
O -19.618 -8.834 0.283 -1.2045 -1.3806 -1.2380
H -19.406 -8.311 2.960 -0.4244 -0.3259 -0.0793
H -21.037 -7.754 2.270 0.0907 0.0152 0.6437
H -19.651 -6.621 2.706 -0.6437 0.1971 0.4273
H -18.335 -7.539 0.919 0.2128 1.0378 0.2587
H -19.829 -6.816 0.278 -0.1625 -0.1159 0.0910
H -18.993 -9.490 0.602 0.0002 0.1514 0.1071
C -28.469 -12.091 5.917 0.9598 -0.3971 0.7118
C -26.984 -12.350 6.401 -2.1375 1.0498 -2.0848
O -26.675 -13.685 6.058 0.5437 -0.6703 0.7643
H -28.762 -11.061 6.120 -0.1728 -0.1016 0.0188
H -29.137 -12.814 6.384 -0.0874 0.2557 0.4068
H -28.586 -12.306 4.855 0.4087 0.2477 -0.1194
H -26.846 -12.107 7.455 0.0613 -0.1540 -0.0768
H -26.381 -11.711 5.755 0.3796 0.1837 0.4300
H -26.543 -14.104 6.911 0.1026 -0.5598 -0.1477
C -14.314 -17.208 -5.065 -0.0498 -1.3640 2.4472
C -13.744 -16.315 -6.078 0.2461 0.7977 1.0446
O -14.772 -15.690 -6.799 -0.0662 -0.3069 -1.1103
H -13.548 -17.564 -4.376 0.5648 0.0358 -0.0581
H -14.735 -18.162 -5.385 -0.4367 0.2541 -0.5436
H -14.975 -16.702 -4.362 -0.4904 0.0758 -0.4114
H -12.987 -16.900 -6.600 0.0463 0.4682 -0.8603
H -13.301 -15.478 -5.539 0.6117 -0.1170 -0.1753
H -15.304 -16.421 -7.121 -0.4331 0.1531 -0.3348
C -28.035 -18.153 10.760 -0.1451 -1.6851 -0.4191
C -26.554 -18.425 10.482 -0.4383 -0.1899 -0.4188
O -25.915 -17.187 10.430 1.2455 0.9582 -0.0572
H -28.300 -18.577 11.729 -0.2746 0.7653 0.2160
H -28.637 -18.723 10.052 -0.1106 -0.1872 -0.0734
H -28.305 -17.118 10.551 0.2690 -0.0034 0.6359
H -26.419 -18.937 9.529 -0.1019 0.2045 -0.3276
H -26.013 -19.078 11.167 -0.5117 -0.0894 0.4958
H -25.402 -17.092 11.236 0.0746 0.2500 -0.0735
C -20.519 -12.375 -5.212 0.9644 -0.0278 -0.3339
C -21.515 -11.240 -5.334 0.2849 -0.7531 -1.0585
O -22.314 -11.103 -4.186 -0.1406 0.6563 -0.0740
H -20.352 -12.770 -6.214 -0.0297 -0.3996 0.0597
H -20.774 -13.167 -4.509 -0.4719 0.0335 -0.2551
H -19.530 -12.032 -4.906 0.0366 0.2188 0.2189
H -22.127 -11.416 -6.219 -0.7668 -0.4222 0.4360
H -20.986 -10.368 -5.716 0.1389 0.6719 0.8619
H -21.798 -10.626 -3.532 -0.0137 0.0228 0.1652
C -14.471 -24.344 4.402 0.2591 -0.3813 -0.0868
C -14.458 -23.798 5.795 -0.5883 -2.3788 1.4192
O -13.229 -23.238 6.070 1.4386 1.9626 -0.0631
H -13.714 -25.128 4.394 0.0972 -0.0016 -0.2449
H -14.172 -23.611 3.653 -0.3721 0.0707 -0.0248
H -15.416 -24.842 4.185 -0.0911 0.3246 -0.2245
H -14.427 -24.649 6.476 -0.7938 -0.8458 -0.1473
H -15.363 -23.313 6.159 0.0818 1.1240 -0.5355
H -13.009 -23.378 6.994 -0.0308 0.1263 -0.0915
```
Positions in Å, forces in eV/Å.

Summary:
* charge: 0
* lowest unoccupied orbital energy: -0.29307 hartree
* orbital gap: 0.033 Eh
* M: 1091.36 g mol⁻¹
* energy: -5559.80649 a.u.
* 2S+1: 1



[2]
Entry from the OMol25 dataset: C19H21NO3 in the gas phase at a distorted geometry (ωB97M-V/def2-TZVPD).

XYZ file:
```
44
Properties=species:S:1:pos:R:3:forces:R:3
C -2.323 -4.130 3.047 -0.1204 0.2684 -0.1997
C -0.963 -3.862 2.431 0.1170 0.4349 0.1100
O -0.805 -2.396 2.264 -0.4726 -0.1707 -0.5686
C 0.334 -1.977 1.701 4.0007 -1.4798 0.4336
C 0.185 -0.615 0.901 4.2516 -0.8056 1.3614
C 1.410 0.276 0.887 2.6195 0.0416 0.8631
C 1.300 1.679 1.438 -0.9047 1.6159 0.5573
C 0.151 2.360 1.974 1.2232 0.4452 -0.4671
C 0.228 3.745 2.301 0.0019 -0.7675 0.0481
C 1.415 4.462 2.146 0.2071 -1.0664 -0.5620
C 2.533 3.805 1.610 -0.4664 -0.1408 0.4453
C 2.465 2.449 1.320 0.5414 -0.0493 -0.5474
O 2.516 -0.017 0.397 -2.4418 -0.0848 0.7328
O 1.401 -2.643 1.797 -3.4707 2.0870 -0.6208
H -2.547 -5.195 3.104 0.2885 -0.0930 -0.1413
H -2.396 -3.749 4.059 0.0668 0.2112 0.1471
H -3.114 -3.677 2.445 0.0720 0.0521 0.0450
H -0.146 -4.236 3.052 -0.0606 0.0914 -0.1798
H -0.901 -4.291 1.426 0.1509 0.0183 0.1843
H -0.469 -0.094 1.594 -1.6925 0.2741 -1.5862
H -0.796 1.861 2.120 -0.0432 -0.0645 -0.0805
H -0.651 4.276 2.686 0.2898 -0.4345 -0.1275
H 1.489 5.500 2.413 -0.1570 0.2889 0.0303
H 3.460 4.337 1.426 -0.1083 -0.0276 0.1409
H 3.349 1.939 0.915 -0.4567 0.3143 0.1894
C 1.991 -0.750 -2.627 0.7630 0.3280 0.1107
N 0.751 -0.649 -1.901 -1.2834 0.4079 0.9880
C -0.361 -0.027 -2.518 -0.8675 1.2709 -0.8517
C -0.738 1.245 -2.010 -0.6581 -0.6727 -0.8894
C -1.843 1.935 -2.558 1.2494 -0.7927 0.8773
C -2.570 1.364 -3.592 -0.1773 0.4253 0.1933
C -2.213 0.144 -4.128 1.1118 -0.8710 0.2889
C -1.084 -0.554 -3.634 -0.0498 0.8123 1.0334
C 0.480 -1.259 -0.629 -1.9218 -0.4970 -1.1239
H 1.926 -0.098 -3.513 0.0016 -0.2302 0.3701
H 2.830 -0.391 -2.006 -0.2536 -0.2100 -0.2682
H 2.221 -1.763 -2.981 -0.0860 -0.0272 0.1002
H -0.137 1.655 -1.199 -0.2365 0.0549 -0.1594
H -2.090 2.885 -2.108 -0.2337 0.1351 -0.2246
H -3.432 1.893 -3.969 -0.1222 0.0100 -0.1235
H -2.807 -0.303 -4.919 0.1419 0.1090 0.0213
H -0.784 -1.503 -4.067 -0.0603 0.0674 0.0717
H -0.524 -1.624 -0.619 -0.5181 -1.4309 -1.2219
H 1.256 -2.007 -0.478 -0.2350 0.1521 0.5998
```
Positions in Å, forces in eV/Å.

Summary:
* SMILES string: CCOC(=O)[C@H](CN(C)c1ccccc1)C(=O)c1ccccc1
* charge: 0
* lowest unoccupied orbital energy: 0.00285 hartree
* orbital gap: 0.301 Eh
* M: 311.38 g mol⁻¹
* energy: -1016.97963 a.u.
* 2S+1: 1



[3]
Entry from the OMol25 dataset: 2 unconnected molecules or ions with the total composition C4H9NO2 at a distorted geometry (ωB97M-V/def2-TZVPD).

XYZ file:
```
16
Properties=species:S:1:pos:R:3:forces:R:3
C -1.818 0.774 0.618 0.0455 -0.0480 -0.0328
C -1.555 -0.679 0.220 -0.0497 -0.0671 0.0561
N -0.254 -0.900 -0.469 0.2824 0.4108 0.1292
C 0.839 -0.692 0.331 -0.2527 -0.1444 0.5001
O 1.169 -0.973 1.426 -0.1343 0.5085 -1.2532
O 1.271 1.163 -0.329 0.0883 -0.2443 0.1879
C 2.309 0.462 -0.738 -0.0401 -0.4192 0.1597
H -1.782 1.435 -0.257 0.0028 -0.1478 0.1930
H -2.812 0.860 1.078 0.2517 -0.0470 -0.1120
H -1.067 1.125 1.334 -0.1495 -0.0590 -0.1562
H -1.568 -1.340 1.094 -0.0029 0.1490 -0.1829
H -2.317 -1.044 -0.481 0.2029 0.0888 0.1820
H -0.177 -0.315 -1.300 0.0536 -0.1541 0.2029
H 2.680 0.623 -1.777 -0.1988 -0.1520 0.3483
H 3.149 0.285 -0.031 -0.2235 0.1606 -0.1580
H 1.934 -0.784 -0.720 0.1243 0.1652 -0.0641
```
Positions in Å, forces in eV/Å.

Summary:
* charge: 0
* lowest unoccupied orbital energy: 0.00935 hartree
* orbital gap: 0.342 Eh
* M: 103.12 g mol⁻¹
* energy: -362.92019 a.u.
* 2S+1: 1



energy of number 2 (C19H21NO3)?
-1016.97963 a.u.



Please write out number 2 again, unchanged.
Entry from the OMol25 dataset: C19H21NO3 in the gas phase at a distorted geometry (ωB97M-V/def2-TZVPD).

XYZ file:
```
44
Properties=species:S:1:pos:R:3:forces:R:3
C -2.323 -4.130 3.047 -0.1204 0.2684 -0.1997
C -0.963 -3.862 2.431 0.1170 0.4349 0.1100
O -0.805 -2.396 2.264 -0.4726 -0.1707 -0.5686
C 0.334 -1.977 1.701 4.0007 -1.4798 0.4336
C 0.185 -0.615 0.901 4.2516 -0.8056 1.3614
C 1.410 0.276 0.887 2.6195 0.0416 0.8631
C 1.300 1.679 1.438 -0.9047 1.6159 0.5573
C 0.151 2.360 1.974 1.2232 0.4452 -0.4671
C 0.228 3.745 2.301 0.0019 -0.7675 0.0481
C 1.415 4.462 2.146 0.2071 -1.0664 -0.5620
C 2.533 3.805 1.610 -0.4664 -0.1408 0.4453
C 2.465 2.449 1.320 0.5414 -0.0493 -0.5474
O 2.516 -0.017 0.397 -2.4418 -0.0848 0.7328
O 1.401 -2.643 1.797 -3.4707 2.0870 -0.6208
H -2.547 -5.195 3.104 0.2885 -0.0930 -0.1413
H -2.396 -3.749 4.059 0.0668 0.2112 0.1471
H -3.114 -3.677 2.445 0.0720 0.0521 0.0450
H -0.146 -4.236 3.052 -0.0606 0.0914 -0.1798
H -0.901 -4.291 1.426 0.1509 0.0183 0.1843
H -0.469 -0.094 1.594 -1.6925 0.2741 -1.5862
H -0.796 1.861 2.120 -0.0432 -0.0645 -0.0805
H -0.651 4.276 2.686 0.2898 -0.4345 -0.1275
H 1.489 5.500 2.413 -0.1570 0.2889 0.0303
H 3.460 4.337 1.426 -0.1083 -0.0276 0.1409
H 3.349 1.939 0.915 -0.4567 0.3143 0.1894
C 1.991 -0.750 -2.627 0.7630 0.3280 0.1107
N 0.751 -0.649 -1.901 -1.2834 0.4079 0.9880
C -0.361 -0.027 -2.518 -0.8675 1.2709 -0.8517
C -0.738 1.245 -2.010 -0.6581 -0.6727 -0.8894
C -1.843 1.935 -2.558 1.2494 -0.7927 0.8773
C -2.570 1.364 -3.592 -0.1773 0.4253 0.1933
C -2.213 0.144 -4.128 1.1118 -0.8710 0.2889
C -1.084 -0.554 -3.634 -0.0498 0.8123 1.0334
C 0.480 -1.259 -0.629 -1.9218 -0.4970 -1.1239
H 1.926 -0.098 -3.513 0.0016 -0.2302 0.3701
H 2.830 -0.391 -2.006 -0.2536 -0.2100 -0.2682
H 2.221 -1.763 -2.981 -0.0860 -0.0272 0.1002
H -0.137 1.655 -1.199 -0.2365 0.0549 -0.1594
H -2.090 2.885 -2.108 -0.2337 0.1351 -0.2246
H -3.432 1.893 -3.969 -0.1222 0.0100 -0.1235
H -2.807 -0.303 -4.919 0.1419 0.1090 0.0213
H -0.784 -1.503 -4.067 -0.0603 0.0674 0.0717
H -0.524 -1.624 -0.619 -0.5181 -1.4309 -1.2219
H 1.256 -2.007 -0.478 -0.2350 0.1521 0.5998
```
Positions in Å, forces in eV/Å.

Summary:
* SMILES string: CCOC(=O)[C@H](CN(C)c1ccccc1)C(=O)c1ccccc1
* charge: 0
* lowest unoccupied orbital energy: 0.00285 hartree
* orbital gap: 0.301 Eh
* M: 311.38 g mol⁻¹
* energy: -1016.97963 a.u.
* 2S+1: 1



What is the lowest unoccupied orbital energy in the first record?
-0.29307 hartree